97
Properties=species:S:1:pos:R:3:lowdin_charge:R:1 method="wB97M-V/def2-TZVPD" lumo_energy_ev=-6.16 gap_ha=0.265 molar_mass_da=919.10 relative_energy_ev=0.000 total_energy_ev=-73541.869 charge=+2
Hf 0.153 0.857 -0.531 1.723
C -1.692 1.926 2.935 -0.014
C -0.362 1.253 2.880 -0.313
C 0.399 0.966 4.003 0.039
C 1.551 0.359 3.542 -0.248
C 2.695 -0.144 4.350 0.008
N 1.459 0.283 2.206 0.025
N 0.280 0.829 1.772 -0.038
B 2.574 -0.151 1.241 -0.527
N 3.045 1.050 0.377 0.043
N 2.293 1.568 -0.649 -0.036
C 3.113 2.346 -1.378 -0.291
C 2.747 2.992 -2.673 0.002
C 4.372 2.368 -0.791 0.047
C 4.297 1.537 0.313 -0.236
C 5.378 1.185 1.272 0.005
N 2.099 -1.272 0.294 0.027
N 1.411 -0.964 -0.853 -0.060
C 1.549 -2.001 -1.696 -0.290
C 1.165 -1.986 -3.135 -0.002
C 2.264 -3.011 -1.051 0.047
C 2.600 -2.521 0.194 -0.248
C 3.397 -3.174 1.267 0.005
H -1.886 2.233 3.960 0.101
H -1.727 2.831 2.324 0.076
H -2.503 1.241 2.667 0.078
H 0.140 1.175 5.026 0.130
H 2.449 -0.068 5.406 0.095
H 2.917 -1.186 4.120 0.085
H 3.598 0.440 4.169 0.087
H 3.490 -0.543 1.878 0.115
H 2.122 2.337 -3.279 0.081
H 2.243 3.948 -2.540 0.076
H 3.659 3.187 -3.234 0.099
H 5.240 2.896 -1.143 0.128
H 6.259 1.789 1.066 0.095
H 5.068 1.366 2.301 0.085
H 5.656 0.135 1.179 0.094
H 0.213 -1.509 -3.324 0.042
H 1.935 -1.447 -3.693 0.102
H 1.131 -3.004 -3.516 0.093
H 2.524 -3.973 -1.459 0.130
H 3.568 -4.216 1.012 0.095
H 4.367 -2.690 1.388 0.091
H 2.878 -3.133 2.224 0.084
O 0.440 5.459 0.257 0.203
C 0.195 4.241 -0.153 -0.440
O 0.208 3.253 0.564 0.032
C -0.143 4.105 -1.592 -0.194
C -0.364 5.151 -2.467 0.052
C -0.716 4.841 -3.781 0.025
C -0.846 3.514 -4.152 0.068
C -0.613 2.534 -3.194 -0.157
N -0.254 2.821 -1.950 0.066
C -0.744 1.043 -3.453 -0.529
O -0.927 0.591 -4.547 0.160
O -0.619 0.358 -2.344 -0.218
H 0.652 5.475 1.205 0.166
H -0.265 6.173 -2.130 0.139
H -0.892 5.632 -4.497 0.133
H -1.123 3.212 -5.153 0.143
N -2.123 1.570 -0.137 0.010
C -3.237 0.814 -0.683 -0.296
C -4.320 1.450 -1.264 -0.014
C -5.386 0.690 -1.724 -0.041
C -5.374 -0.690 -1.588 -0.040
C -4.281 -1.320 -1.015 -0.059
C -3.194 -0.573 -0.567 -0.319
P -1.653 -1.285 0.062 1.087
C -1.540 -2.887 -0.778 -0.347
C -1.797 -2.939 -2.148 -0.115
C -1.699 -4.143 -2.826 -0.059
C -1.331 -5.297 -2.147 -0.054
C -1.075 -5.248 -0.784 -0.057
C -1.184 -4.049 -0.098 -0.071
C -1.928 -1.659 1.810 -0.364
C -3.188 -1.564 2.397 -0.076
C -3.349 -1.858 3.743 -0.055
C -2.261 -2.262 4.503 -0.053
C -1.005 -2.366 3.921 -0.060
C -0.835 -2.055 2.582 -0.124
H -2.228 2.537 -0.434 0.098
H -2.221 1.596 0.875 0.045
H -4.344 2.531 -1.348 0.119
H -6.235 1.181 -2.180 0.120
H -6.212 -1.276 -1.938 0.120
H -4.258 -2.399 -0.934 0.124
H -2.081 -2.041 -2.684 0.109
H -1.916 -4.182 -3.885 0.119
H -1.260 -6.237 -2.677 0.115
H -0.809 -6.150 -0.249 0.114
H -1.015 -4.030 0.969 0.097
H -4.045 -1.270 1.804 0.105
H -4.329 -1.784 4.195 0.116
H -2.394 -2.502 5.549 0.116
H -0.160 -2.688 4.514 0.114
H 0.149 -2.122 2.129 0.096

---

58
Properties=species:S:1:pos:R:3:lowdin_charge:R:1 method="wB97M-V/def2-TZVPD" lumo_energy_ev=2.38 gap_ha=0.225 molar_mass_da=669.48 relative_energy_ev=0.296 total_energy_ev=-94169.797 charge=-1
K 0.116 -0.593 -1.221 0.502
I 3.771 -0.493 -1.276 0.886
C 3.981 1.595 -1.294 -0.643
C 5.244 2.101 -1.410 -0.193
C 5.429 3.505 -1.399 -0.114
C 4.354 4.332 -1.268 -0.067
C 3.038 3.810 -1.145 -0.192
C 1.927 4.679 -0.996 -0.084
C 0.675 4.152 -0.862 -0.114
C 0.484 2.745 -0.885 -0.185
C 1.500 1.819 -1.041 -0.207
C 2.805 2.402 -1.161 -0.289
H 6.094 1.439 -1.504 0.071
H 6.429 3.913 -1.489 0.090
H 4.490 5.409 -1.251 0.099
H 2.094 5.751 -0.980 0.093
H -0.178 4.813 -0.738 0.085
H -0.546 2.403 -0.772 0.050
S -1.161 -2.389 3.318 1.069
C 0.135 -1.279 3.606 -0.485
C 0.684 -0.837 4.809 -0.109
C 1.711 0.089 4.754 -0.110
C 2.179 0.572 3.524 -0.085
C 1.637 0.131 2.332 -0.004
C 0.609 -0.813 2.380 -0.299
N -0.016 -1.347 1.257 0.020
C -0.957 -2.176 1.574 -0.509
C -1.859 -2.879 0.609 -0.327
C -2.862 -3.701 1.145 -0.111
C -3.769 -4.320 0.305 -0.128
C -3.658 -4.098 -1.068 -0.132
C -2.651 -3.276 -1.561 -0.175
C -1.686 -2.618 -0.765 -0.187
H 0.317 -1.202 5.760 0.097
H 2.153 0.449 5.675 0.092
H 2.974 1.307 3.504 0.099
H 1.969 0.510 1.371 0.079
H -2.949 -3.864 2.216 0.061
H -4.545 -4.960 0.706 0.083
H -4.363 -4.570 -1.747 0.082
H -2.627 -3.136 -2.643 0.068
Cl 1.772 -5.805 0.552 0.498
C 1.947 -5.322 -1.148 -1.012
Cl 1.553 -3.633 -1.423 0.540
H 1.267 -5.925 -1.735 0.022
H 2.977 -5.492 -1.435 0.019
C -3.966 0.006 -0.054 0.005
C -3.503 1.001 -1.061 -0.398
N -2.570 0.815 -1.964 0.087
C -2.519 1.987 -2.698 -0.164
C -3.420 2.887 -2.226 -0.114
N -4.051 2.241 -1.181 0.080
H -3.193 -0.746 0.088 0.053
H -4.860 -0.516 -0.401 0.085
H -4.189 0.480 0.904 0.079
H -1.805 2.127 -3.493 0.100
H -3.651 3.899 -2.506 0.097
H -4.764 2.621 -0.586 0.144

---

19
Properties=species:S:1:pos:R:3:lowdin_charge:R:1 method="wB97M-V/def2-TZVPD" lumo_energy_ev=4.31 gap_ha=0.265 molar_mass_da=106.15 relative_energy_ev=0.396 total_energy_ev=-9823.067 charge=-1
N 0.312 0.197 -3.271 -0.054
C 0.518 1.130 -2.130 -0.596
O 0.877 0.472 -1.009 -0.334
H 0.547 0.656 -4.148 0.018
H 1.039 -0.494 -3.100 0.031
H 1.359 1.806 -2.464 0.065
H -0.367 1.788 -2.003 0.071
C -0.309 -1.187 1.410 -0.308
C -0.404 0.255 1.881 -0.321
N 0.898 0.904 1.689 -0.040
N -1.635 -1.846 1.418 -0.030
H 0.197 -1.136 0.447 0.077
H 0.311 -1.793 2.084 0.099
H -1.168 0.711 1.229 0.096
H -0.744 0.334 2.918 0.091
H 1.131 1.674 2.293 0.023
H 1.095 1.058 0.667 0.030
H -2.189 -1.691 0.586 0.049
H -1.468 -2.839 1.503 0.034

---

62
Properties=species:S:1:pos:R:3:lowdin_charge:R:1 method="wB97M-V/def2-TZVPD" lumo_energy_ev=2.05 gap_ha=0.224 molar_mass_da=1098.76 relative_energy_ev=0.000 total_energy_ev=-408910.227 charge=-1
Sn 0.343 0.261 -0.352 0.432
Se 3.512 -0.108 1.525 -0.150
Se 2.162 0.448 3.286 -0.171
Te 0.384 -1.404 3.298 0.390
Se 1.104 -2.943 1.658 -0.194
Se -2.078 0.304 -1.741 0.232
P -1.283 -0.912 -3.379 0.099
Se 0.340 -2.204 -2.919 0.218
C -2.722 -1.823 -4.047 -0.398
C -2.754 -3.210 -4.043 -0.108
C -3.864 -3.880 -4.542 -0.089
C -4.940 -3.168 -5.049 -0.101
C -4.909 -1.778 -5.054 -0.090
C -3.806 -1.108 -4.554 -0.101
C -0.871 0.196 -4.778 -0.420
C -1.276 1.524 -4.809 -0.157
C -0.967 2.322 -5.902 -0.088
C -0.255 1.796 -6.969 -0.097
C 0.154 0.469 -6.939 -0.088
C -0.149 -0.328 -5.848 -0.105
H -1.905 -3.752 -3.645 0.052
H -3.886 -4.963 -4.533 0.098
H -5.804 -3.692 -5.439 0.095
H -5.748 -1.217 -5.447 0.098
H -3.785 -0.025 -4.551 0.099
H -1.807 1.939 -3.961 0.055
H -1.273 3.361 -5.910 0.100
H -0.007 2.422 -7.818 0.095
H 0.721 0.056 -7.765 0.098
H 0.192 -1.355 -5.804 0.078
S -0.264 2.589 0.623 0.478
C -0.758 2.459 2.303 -0.703
C -0.654 3.615 3.091 -0.135
C -1.083 3.647 4.403 -0.099
C -1.648 2.516 4.984 -0.105
C -1.762 1.365 4.229 -0.153
C -1.313 1.320 2.907 -0.718
S -1.418 -0.220 2.042 0.356
H -0.219 4.499 2.641 0.093
H -0.979 4.560 4.976 0.097
H -1.993 2.533 6.010 0.094
H -2.205 0.473 4.655 0.094
C 5.047 1.773 -1.279 -0.060
N 3.699 1.424 -1.701 -0.187
C 3.510 0.038 -2.124 -0.109
C 2.690 2.300 -1.695 -0.733
S 1.207 1.968 -2.495 0.595
N 2.880 3.488 -1.057 -0.210
C 3.371 3.519 0.324 -0.077
C 2.022 4.616 -1.386 -0.117
H 5.748 1.283 -1.955 0.087
H 5.247 1.439 -0.259 0.051
H 5.187 2.848 -1.346 0.086
H 4.461 -0.333 -2.502 0.087
H 2.753 -0.024 -2.900 0.024
H 3.206 -0.580 -1.276 0.024
H 3.586 2.514 0.684 -0.001
H 2.572 3.914 0.956 0.078
H 4.257 4.153 0.419 0.088
H 1.851 4.660 -2.458 0.065
H 2.541 5.523 -1.068 0.086
H 1.059 4.551 -0.875 0.040

---

7
Properties=species:S:1:pos:R:3:lowdin_charge:R:1 method="wB97M-V/def2-TZVPD" lumo_energy_ev=-5.96 gap_ha=0.332 molar_mass_da=75.12 relative_energy_ev=0.982 total_energy_ev=-14890.753 charge=+1
C -0.267 -0.183 -0.014 -0.733
N 0.308 -0.810 -1.086 -0.176
N -0.007 0.347 1.153 0.247
S -1.463 -0.352 -1.197 1.065
H 1.281 -0.185 -1.725 0.298
H 0.959 0.335 1.376 0.147
H -0.811 0.847 1.493 0.153

---

17
Properties=species:S:1:pos:R:3:lowdin_charge:R:1 method="wB97M-V/def2-TZVPD" lumo_energy_ev=0.57 gap_ha=0.356 molar_mass_da=152.17 relative_energy_ev=2.156 total_energy_ev=-23299.912 charge=0 smiles="CS(=O)(=O)O.C=C1CO1"
C -2.077 -0.471 1.432 -0.041
C -0.719 -0.253 1.853 -0.406
C 0.258 0.543 2.224 0.023
C 1.223 -0.380 -2.652 -0.100
O 1.304 1.251 -0.614 -0.165
O -0.922 0.760 -1.588 -0.276
O -1.203 -1.486 1.946 0.064
O 0.240 -0.905 -0.233 -0.290
S 0.304 0.141 -1.202 0.583
H -2.888 -0.199 2.101 0.118
H -2.305 -0.533 0.377 0.103
H 0.172 1.607 2.077 0.070
H 1.279 1.205 0.349 0.041
H 1.158 0.153 2.668 0.072
H 2.269 -0.211 -2.444 0.066
H 1.025 -1.433 -2.805 0.071
H 0.883 0.210 -3.490 0.067

---

8
Properties=species:S:1:pos:R:3:lowdin_charge:R:1 method="wB97M-V/def2-TZVPD" lumo_energy_ev="-7.88 / -7.50" gap_ha="0.362 / 0.350" molar_mass_da=62.05 relative_energy_ev=9.410 total_energy_ev=-6670.484 charge=+1
C -0.999 0.107 0.159 0.008
N 0.276 -0.182 -0.308 0.018
O 2.471 -0.305 0.112 0.153
O 1.273 -0.099 0.481 -0.028
H -1.146 -0.294 1.122 0.110
H -0.872 1.134 0.695 0.175
H -1.741 0.108 -0.666 0.146
H 0.737 -0.470 -1.594 0.417

---

23
Properties=species:S:1:pos:R:3:lowdin_charge:R:1 method="wB97M-V/def2-TZVPD" lumo_energy_ev="-0.31 / -0.31" gap_ha="0.294 / 0.294" molar_mass_da=130.19 relative_energy_ev=3.696 total_energy_ev=-11577.613 charge=0
C 1.010 0.169 -0.309 -0.491
C -0.263 0.645 0.221 -0.218
C 1.254 0.262 -1.801 -0.010
C -1.372 1.142 -0.641 -0.033
C -1.175 -1.575 0.368 -0.011
C -0.281 1.021 1.660 -0.018
C 0.672 -1.400 0.212 -0.400
O 2.142 0.607 0.396 -0.001
O 1.246 -1.715 1.276 -0.083
H 2.268 -0.058 1.104 0.095
H 0.692 -2.028 -0.690 0.145
H 1.290 1.300 -2.135 0.092
H 2.217 -0.200 -2.017 0.095
H 0.484 -0.259 -2.372 0.082
H 0.191 0.240 2.263 0.102
H -1.381 0.700 -1.633 0.083
H -2.344 0.992 -0.169 0.093
H -1.228 2.224 -0.761 0.116
H -1.724 -1.064 1.155 0.048
H -1.065 -2.616 0.665 0.058
H -1.680 -1.527 -0.595 0.050
H -1.289 1.224 2.019 0.093
H 0.338 1.915 1.785 0.113

---

no.,largest force on an atom (eV/A)
1,0.90
2,0.72
3,1.52
4,0.09
5,5.04
6,1.67
7,7.91
8,1.82